Entry 1:
Here is a molecular structure, C6H12 from the OMol25 dataset. Energies are from ωB97M-V with the def2-TZVPD basis set.

```
18
Properties=species:S:1:pos:R:3:nbo_charge:R:1
C -0.128 -2.000 1.473 -0.615
C -0.904 -1.260 0.355 -0.447
C -0.668 0.149 0.402 -0.185
C 0.323 0.787 -0.401 0.004
C 0.981 0.166 -1.559 -0.660
C 0.309 2.285 -0.339 -0.618
H -0.688 -1.873 2.378 0.208
H -0.381 -3.091 1.459 0.207
H 0.921 -1.845 1.645 0.218
H -1.955 -1.512 0.358 0.216
H -0.570 -1.528 -0.667 0.197
H -0.997 0.717 1.235 0.188
H 0.377 0.500 -2.371 0.220
H 0.968 -0.979 -1.519 0.220
H 1.880 0.673 -1.636 0.222
H 0.297 2.836 -1.316 0.221
H 1.309 2.738 0.553 0.182
H -0.649 2.608 0.295 0.224
```

Computed properties:
- frontier orbital gap (eV) = 9.3
- E_tot (Eh) = -235.7030
- ΔE to the lowest compared entry with this formula, charge and spin (kJ/mol) = 302.45

---

Entry 2:
Here is C6H12 in the gas phase from the OMol25 dataset. Energies are from ωB97M-V with the def2-TZVPD basis set.

```
18
Properties=species:S:1:pos:R:3:nbo_charge:R:1
C -1.201 -1.655 0.200 -0.422
C -0.498 -1.153 -0.813 -0.161
C -0.060 0.286 -0.949 -0.263
C -1.068 1.331 -0.466 -0.609
C 1.293 0.369 -0.196 -0.383
C 1.186 0.084 1.301 -0.625
H -1.669 -1.020 0.949 0.192
H -1.289 -2.726 0.352 0.203
H -0.033 -1.844 -1.516 0.198
H 0.140 0.488 -2.011 0.207
H -0.650 2.339 -0.579 0.210
H -1.328 1.202 0.590 0.203
H -1.997 1.285 -1.045 0.216
H 1.979 -0.349 -0.666 0.201
H 1.741 1.360 -0.324 0.204
H 0.565 -0.797 1.484 0.218
H 0.738 0.930 1.833 0.200
H 2.171 -0.109 1.734 0.212
```

Computed properties:
- frontier orbital gap (eV) = 10.7
- E_tot (Eh) = -235.7815
- ΔE to the lowest compared entry with this formula, charge and spin (kJ/mol) = 96.42
- SMILES = C=C[C@@H](C)CC

---

Entry 3:
Here is C6H12 in the gas phase from the OMol25 dataset. Energies are from ωB97M-V with the def2-TZVPD basis set.

```
18
Properties=species:S:1:pos:R:3:nbo_charge:R:1
C 1.473 -2.142 1.279 -0.650
C 0.327 -1.258 0.840 -0.188
C 0.309 0.059 0.914 -0.180
C -0.851 0.942 0.535 -0.429
C -0.632 1.687 -0.784 -0.389
C -0.692 0.770 -1.989 -0.615
H 2.326 -2.139 0.591 0.218
H 1.145 -3.183 1.306 0.212
H 1.787 -1.889 2.294 0.217
H -0.541 -1.776 0.441 0.191
H 1.158 0.613 1.307 0.189
H -1.798 0.406 0.483 0.202
H -0.946 1.685 1.329 0.209
H -1.318 2.531 -0.874 0.202
H 0.354 2.172 -0.756 0.193
H -0.141 -0.150 -1.777 0.210
H -0.245 1.188 -2.888 0.209
H -1.716 0.483 -2.251 0.200
```

Computed properties:
- frontier orbital gap (eV) = 10.5
- E_tot (Eh) = -235.7855
- ΔE to the lowest compared entry with this formula, charge and spin (kJ/mol) = 85.93
- SMILES = C/C=C/CCC

---

Entry 4:
Here is C6H12 in the gas phase from the OMol25 dataset. Energies are from ωB97M-V with the def2-TZVPD basis set.

```
18
Properties=species:S:1:pos:R:3:nbo_charge:R:1
C 1.687 0.948 -0.541 -0.599
C 1.513 -0.336 0.258 -0.405
C 0.269 -0.935 -0.362 -0.209
C -0.921 -1.499 0.326 -0.419
C -1.072 -0.172 -0.356 -0.240
C -1.592 0.975 0.524 -0.619
H 1.841 0.698 -1.597 0.200
H 0.710 1.435 -0.499 0.211
H 2.496 1.603 -0.212 0.205
H 1.390 -0.142 1.332 0.198
H 2.391 -0.993 0.160 0.207
H 0.513 -1.410 -1.318 0.212
H -0.912 -1.431 1.411 0.206
H -1.427 -2.358 -0.094 0.213
H -1.565 -0.165 -1.327 0.209
H -2.610 0.696 0.839 0.214
H -1.689 1.942 0.012 0.210
H -1.022 1.144 1.446 0.208
```

Computed properties:
- frontier orbital gap (eV) = 10.9
- E_tot (Eh) = -235.7655
- ΔE to the lowest compared entry with this formula, charge and spin (kJ/mol) = 138.36
- SMILES = CC[C@H]1C[C@H]1C

---

Q: The lowest ΔE to the lowest compared entry with this formula, charge and spin belongs to which entry?
A: number 3

---

Copy entry 1 word for word.
Here is a molecular structure, C6H12 from the OMol25 dataset. Energies are from ωB97M-V with the def2-TZVPD basis set.

```
18
Properties=species:S:1:pos:R:3:nbo_charge:R:1
C -0.128 -2.000 1.473 -0.615
C -0.904 -1.260 0.355 -0.447
C -0.668 0.149 0.402 -0.185
C 0.323 0.787 -0.401 0.004
C 0.981 0.166 -1.559 -0.660
C 0.309 2.285 -0.339 -0.618
H -0.688 -1.873 2.378 0.208
H -0.381 -3.091 1.459 0.207
H 0.921 -1.845 1.645 0.218
H -1.955 -1.512 0.358 0.216
H -0.570 -1.528 -0.667 0.197
H -0.997 0.717 1.235 0.188
H 0.377 0.500 -2.371 0.220
H 0.968 -0.979 -1.519 0.220
H 1.880 0.673 -1.636 0.222
H 0.297 2.836 -1.316 0.221
H 1.309 2.738 0.553 0.182
H -0.649 2.608 0.295 0.224
```

Computed properties:
- frontier orbital gap (eV) = 9.3
- E_tot (Eh) = -235.7030
- ΔE to the lowest compared entry with this formula, charge and spin (kJ/mol) = 302.45

---

Q: Which value of ΔE to the lowest compared entry with this formula, charge and spin does entry 2 give?
A: 96.42 kJ/mol